(1)
DFT (ωB97M-V with the def2-TZVPD basis set) results for a single C3H6N2O3 molecule at a distorted geometry.

Geometry as XYZ:
```
14
Properties=species:S:1:pos:R:3
H 1.6403 -2.3374 0.6297
N 1.4806 -1.7108 -0.1559
C 0.5674 -0.8479 -0.0431
N -0.4120 -0.6716 0.8430
O -1.2782 0.3425 0.4605
C -2.2020 -0.1994 -0.5178
O 0.6920 0.2141 -1.0051
C 0.8461 1.3407 -0.3988
O 0.8638 1.5756 0.7812
H -0.1973 -0.8647 1.7988
H -2.7391 0.7160 -0.8037
H -1.6272 -0.7967 -1.2254
H -3.0288 -0.9662 -0.1742
H 0.9827 2.1070 -1.1697
```

Summary:
**Multiplicity**: 1
**HOMO energy**: -9.61 eV
**SMILES**: [H]/N=C(\NOC)OC=O
**Frontier orbital gap**: 10.46 eV



(2)
DFT (ωB97M-V with the def2-TZVPD basis set) results for a molecular structure, C22H23MoN4O8P2S4.

Geometry as XYZ:
```
64
Properties=species:S:1:pos:R:3
Mo -0.2839 -0.7633 0.6054
C 0.0535 2.3762 0.7312
N -0.1460 1.1731 1.5244
C -0.1476 1.2780 2.8233
C -0.3202 0.1004 3.5463
C -0.2866 -0.2770 4.8944
C -0.3912 -1.6621 4.9003
C -0.4928 -2.0741 3.5612
N -0.4627 -1.0160 2.7465
C -1.1171 3.3376 0.7130
C -2.3807 2.9954 1.1799
C -3.4381 3.8894 1.0648
C -3.2478 5.1357 0.4876
C -1.9857 5.4891 0.0256
C -0.9309 4.5959 0.1414
H 0.2649 2.0728 -0.2929
H 0.9444 2.9019 1.0904
H -0.0121 2.2469 3.2995
H -0.1847 0.3850 5.7404
H -0.3871 -2.3155 5.7574
H -0.5591 -3.0743 3.1663
H -2.5471 2.0114 1.5958
H -4.4204 3.5956 1.4109
H -4.0766 5.8253 0.3924
H -1.8223 6.4603 -0.4252
H 0.0522 4.8720 -0.2259
S -1.9904 -2.4573 0.8596
S -1.6817 -3.9411 -0.5548
S -0.0771 -5.0790 0.0707
S 1.6203 -4.3995 -0.7919
N -1.7517 0.4582 -4.2658
C -1.8386 -0.2639 -2.9382
C -2.7960 -1.4380 -3.0870
P -2.4533 0.8825 -1.6478
O -1.7537 2.2438 -2.2271
O -3.9217 1.0014 -1.6980
O -1.7460 0.4873 -0.3756
P -0.1147 -0.8823 -2.7144
O 0.7454 0.4720 -2.6902
O 0.1302 -1.6425 -3.9563
O -0.0654 -1.4770 -1.3270
H -2.6739 0.7471 -4.5918
H -1.2971 -0.1933 -4.9200
H -1.1567 1.2821 -4.1408
H -3.8071 -1.0847 -3.2979
H -2.8255 -1.9843 -2.1434
H -2.4421 -2.1267 -3.8556
H -1.9635 3.0184 -1.6862
H 1.2842 0.4955 -1.8635
O 1.8025 0.1314 -0.2261
C 2.2947 -0.9636 0.2037
N 1.5198 -1.7436 0.9356
C 2.2351 -2.9204 1.3421
O 1.9277 -3.6198 2.2753
C 3.5771 -2.7833 0.6771
C 4.6892 -3.6050 0.7168
C 5.8175 -3.1921 0.0231
C 5.8448 -1.9847 -0.6806
C 4.7372 -1.1500 -0.6956
C 3.6163 -1.5662 0.0023
H 4.6560 -4.5476 1.2460
H 6.6983 -3.8229 0.0180
H 6.7409 -1.7015 -1.2182
H 4.7449 -0.2090 -1.2307
```

Summary:
**Multiplicity**: 3
**HOMO energy (spin up / spin down)**: -3.39 / -3.40 eV
**Total charge**: -1
**Frontier orbital gap (spin up / spin down)**: 5.46 / 5.33 eV



(3)
DFT (ωB97M-V with the def2-TZVPD basis set) results for 2 unconnected molecules or ions with the total composition C2H2Br2F3N at a distorted geometry.

Geometry as XYZ:
```
10
Properties=species:S:1:pos:R:3
C -0.5565 0.7381 -0.0380
C 1.2890 -0.7520 -0.5628
N -1.3498 0.2298 0.8488
F -0.9325 0.6225 -1.3628
F 0.8559 -1.2311 -1.7062
F 2.4000 -0.0291 -0.6879
Br 0.1478 2.4441 0.2473
Br 1.3941 -1.9867 0.9236
H -1.3356 0.5264 1.7777
H -1.9125 -0.5620 0.5603
```

Summary:
**Multiplicity**: 1
**HOMO energy (spin up / spin down)**: -7.85 / -7.85 eV
**Frontier orbital gap (spin up / spin down)**: 8.11 / 8.11 eV